DFT (ωB97M-V/def2-TZVPD) results for 2 unconnected molecules or ions with the total composition C2H4O3P in a non-equilibrium geometry.

As for the HOMO energy: -4.3241 eV. Its spin multiplicity is 1. The total charge is -1. Its orbital gap is 7.83 eV.

Each line ends with the Löwdin charge.
Geometry (Å):
P1 1.314773 -0.888201 -0.215160  0.17
O1 2.754196 -0.760013 -0.233366  -0.45
O2 0.681656 -1.826197 0.734683  -0.47
O3 -3.996851 -0.112254 0.518129  0.02
C1 0.696812 0.867431 0.265102  -0.24
C2 -3.831448 0.132381 -0.565618  -0.02
H1 -0.057612 0.672189 0.921037  -0.06
H2 0.650344 -0.917521 -1.539711  -0.01
H3 0.261841 1.400608 -0.665222  0.03
H4 1.526285 1.431576 0.780127  0.03

Force components x, y, z for each atom (eV/Å):
P -2.9 2.5 0.5
O 3.4 -0.2 -1.1
O -1.0 -1.1 0.2
O 0.0 0.0 0.1
C 2.0 0.4 -2.8
C 0.0 0.0 -0.1
H -2.3 -0.2 2.0
H 0.6 -0.5 0.6
H 0.9 -0.5 1.5
H -0.8 -0.4 -0.8